--- w ---
Molecular formula: CH4BrP
Method: DFT, ωB97M-V with the def2-TZVPD basis set

Properties
E_HOMO (spin up / spin down) in eV: -7.44 / -10.10
Orbital gap (spin up / spin down) in eV: 7.852 / 8.279

ORCA input file:
```
! RIJCOSX wB97M-V def2-TZVPD def2/J DEFGRID3
* xyz 0 3
C -1.1159 0.5253 -0.1736
P 1.1773 -1.2112 -0.3830
Br 2.5142 0.4182 0.2139
H -0.7177 1.0901 -1.0081
H -0.7483 0.5723 0.8688
H -1.9888 -0.0849 -0.3982
H 0.8790 -1.3098 0.8803
*
```

=====

--- x ---
Molecular formula: CH4BrP
Method: DFT, ωB97M-V with the def2-TZVPD basis set

Properties
E_HOMO (spin up / spin down) in eV: -7.88 / -10.02
Orbital gap (spin up / spin down) in eV: 8.934 / 6.576

ORCA input file:
```
! RIJCOSX wB97M-V def2-TZVPD def2/J DEFGRID3
* xyz 0 3
C 0.0921 0.6064 -0.0251
P -0.4688 -1.0905 -0.0269
Br 2.9570 0.0520 -0.0201
H 0.0775 1.0495 -1.0584
H -0.0701 1.1585 0.8995
H -1.1362 -1.1445 1.0649
H -1.4515 -0.6314 -0.8338
*
```

=====

What should be chosen as the least stable of them? Choose x.

=====

--- w ---
Molecular formula: CH7N3O
Method: DFT, ωB97M-V with the def2-TZVPD basis set

Properties
E_HOMO in eV: -8.29
Orbital gap in eV: 9.068
SMILES string: NNNCO

ORCA input file:
```
! RIJCOSX wB97M-V def2-TZVPD def2/J DEFGRID3
* xyz 0 1
C -0.6241 -0.1528 1.1605
N 0.7801 1.0917 -1.6402
N -0.9080 -0.0361 -0.2574
N 0.1170 -0.1379 -1.2866
O -0.0039 -1.4138 1.3892
H 0.0984 0.6606 1.4563
H -1.4718 -0.3132 1.7767
H 0.1625 1.8719 -1.4948
H 1.6677 1.3605 -1.2506
H -1.5857 -0.7325 -0.5452
H 0.9191 -0.7016 -1.1135
H 0.8488 -1.4968 1.8055
*
```

=====

--- x ---
Molecular formula: CH7N3O
Method: DFT, ωB97M-V with the def2-TZVPD basis set

Properties
E_HOMO in eV: -9.39
Orbital gap in eV: 10.530
SMILES string: NCNNO

ORCA input file:
```
! RIJCOSX wB97M-V def2-TZVPD def2/J DEFGRID3
* xyz 0 1
C -0.6593 -0.5045 -0.1184
N 1.4276 0.4627 -0.5173
N 0.1345 0.6920 0.0711
N -2.0872 -0.1394 0.0188
O 2.3148 -0.2951 0.3522
H 2.3832 -1.1675 -0.0549
H 1.8832 1.3738 -0.5732
H 0.1889 0.9483 1.0595
H -2.2917 0.2157 0.9471
H -2.3416 0.5684 -0.6613
H -0.5010 -0.8594 -1.1389
H -0.4513 -1.2951 0.6153
*
```

=====

--- y ---
Molecular formula: CH7N3O
Method: DFT, ωB97M-V with the def2-TZVPD basis set

Properties
E_HOMO (spin up / spin down) in eV: -8.02 / -8.02
Orbital gap (spin up / spin down) in eV: 8.910 / 8.908

ORCA input file:
```
! RIJCOSX wB97M-V def2-TZVPD def2/J DEFGRID3
* xyz 0 1
C 1.4652 0.2990 0.1933
N -2.0666 -0.4715 -0.2393
N 0.2845 0.9880 -0.1949
N -1.2880 0.0951 0.6601
O 1.3835 -1.0617 -0.1420
H 2.3018 0.7737 -0.3627
H 1.7118 0.3305 1.2662
H -2.6040 0.1896 -0.7828
H -1.7780 -1.3080 -0.7375
H 0.1993 1.8807 0.2723
H -0.7150 -0.6069 1.1333
H 1.1056 -1.1086 -1.0660
*
```

=====

What should be chosen as the least stable of them? Choose y.

=====

--- w ---
Molecular formula: C4H4N
Method: DFT, ωB97M-V with the def2-TZVPD basis set

Properties
E_HOMO in eV: -16.41
Orbital gap in eV: 8.157

ORCA input file:
```
! RIJCOSX wB97M-V def2-TZVPD def2/J DEFGRID3
* xyz 1 1
C 2.2289 1.1791 0.0247
C -3.1765 0.2743 0.0826
C 1.6577 0.0639 -0.0194
C 1.2343 -1.2065 0.0256
N -2.0756 0.0587 -0.0764
H 2.3291 2.2217 -0.0061
H -4.2365 0.4489 0.0939
H 0.0935 -1.0645 -0.0790
H 1.9450 -1.9755 -0.0460
*
```

=====

--- x ---
Molecular formula: C4H4N
Method: DFT, ωB97M-V with the def2-TZVPD basis set

Properties
E_HOMO in eV: -16.50
Orbital gap in eV: 8.389

ORCA input file:
```
! RIJCOSX wB97M-V def2-TZVPD def2/J DEFGRID3
* xyz 1 1
C -3.1617 -0.0367 -0.0405
C 3.6324 -0.1392 0.1647
C -1.9778 0.1949 -0.2958
C -0.7194 0.5690 -0.2529
N 2.5275 -0.0169 0.1049
H -4.2050 0.1089 -0.0855
H 4.7287 -0.0744 -0.1248
H 0.2606 0.1116 0.2043
H -0.4929 1.5553 -0.5287
*
```

=====

--- y ---
Molecular formula: C4H4N
Method: DFT, ωB97M-V with the def2-TZVPD basis set

Properties
E_HOMO (spin up / spin down) in eV: -13.96 / -13.96
Orbital gap (spin up / spin down) in eV: 7.166 / 7.167

ORCA input file:
```
! RIJCOSX wB97M-V def2-TZVPD def2/J DEFGRID3
* xyz 1 1
C -2.3442 1.5817 0.2518
C 0.5103 -0.2168 -1.0221
C -0.1747 0.6701 -0.2510
C 1.1142 -0.9391 -0.0678
N -1.3373 1.0668 -0.0240
H -3.2513 2.0729 0.4272
H 0.2632 -0.5381 -2.0696
H 1.3539 -1.9710 -0.2549
H 1.4806 -0.5920 0.7928
*
```

=====

What should be chosen as the least stable of them? Choose y.

=====

--- w ---
Molecular formula: C9H12N5
Method: DFT, ωB97M-V with the def2-TZVPD basis set

Properties
E_HOMO (spin up / spin down) in eV: -12.46 / -12.46
Orbital gap (spin up / spin down) in eV: 6.675 / 6.673

ORCA input file:
```
! RIJCOSX wB97M-V def2-TZVPD def2/J DEFGRID3
* xyz 1 1
C 2.3508 0.3923 -1.3446
C 2.7151 0.5152 0.7899
C -2.4129 1.2548 -0.0218
C -1.7705 0.9215 -1.2199
C -1.6764 1.4263 1.1198
C -0.4137 0.6560 -1.1947
C -0.0865 -1.9141 0.2063
C -0.2218 1.2459 1.2293
C 0.4037 0.7571 0.0023
N 3.6146 0.2975 -1.0462
N 3.8325 0.4235 0.2000
N 1.6997 0.4962 -0.1543
N -0.6466 -2.2331 -0.9534
N -0.6289 -2.5685 1.2162
H 2.0179 0.4406 -2.3383
H 2.6331 0.4904 1.8289
H -3.4265 1.5302 -0.0015
H -2.3644 0.7489 -2.1457
H -2.1988 1.9234 1.8966
H 0.0323 0.3444 -2.1236
H 0.1325 2.2122 1.4421
H -0.0989 0.7213 2.2078
H -0.2026 -1.9159 -1.7797
H -1.4836 -2.8076 -0.9456
H -0.4075 -2.1617 2.1265
H -1.3927 -3.1971 1.0037
*
```

=====

--- x ---
Molecular formula: C9H12N5
Method: DFT, ωB97M-V with the def2-TZVPD basis set

Properties
E_HOMO in eV: -13.28
Orbital gap in eV: 7.696
SMILES string: C=[N+]=NN(CCCC)C(=C=C=N)C#N

ORCA input file:
```
! RIJCOSX wB97M-V def2-TZVPD def2/J DEFGRID3
* xyz 1 1
C 0.4355 0.1017 -2.3209
C 3.4889 -0.9242 -1.3733
C 1.2826 0.3949 -1.1770
C 2.4668 -0.2041 -1.1854
C -3.3843 -1.2537 0.3296
C 2.7146 0.5915 2.7439
C -2.1983 -0.5634 -0.3242
C -1.8281 0.7406 0.3563
C -0.7705 1.4999 -0.3253
N -0.1206 -0.3394 -3.2261
N 4.4965 -1.5323 -1.2369
N 1.0698 1.1061 1.1087
N 0.6231 0.9276 -0.0655
N 2.0745 1.0619 1.7720
H -3.5241 -2.2228 -0.0405
H -3.2812 -1.3891 1.3605
H -4.3172 -0.8230 0.2234
H 2.5030 -0.3636 3.1198
H 5.0215 -2.1729 -1.9607
H 3.5324 1.1392 3.1558
H -2.6187 -0.2940 -1.4141
H -1.3960 -1.2706 -0.2542
H -2.7407 1.3594 0.4819
H -1.5908 0.4562 1.4973
H -0.9381 2.4716 0.1149
H -1.0009 1.5022 -1.3600
*
```

=====

What should be chosen as the least stable of them? Choose x.

=====

--- w ---
Molecular formula: C4H12N2OS
Method: DFT, ωB97M-V with the def2-TZVPD basis set

Properties
E_HOMO in eV: -8.13
Orbital gap in eV: 5.026

ORCA input file:
```
! RIJCOSX wB97M-V def2-TZVPD def2/J DEFGRID3
* xyz 0 1
C -0.4433 0.8703 -0.7239
N -1.6488 0.3020 -1.1287
C -2.2911 -0.5466 0.0592
O -1.4697 -1.0050 0.9257
C -0.5655 1.8583 0.4792
C 1.3532 -1.9697 -0.1451
S 2.0303 -0.4133 -0.5854
N 0.5493 1.5616 1.3077
H 0.1876 1.2614 -1.5237
H 0.2397 0.0946 -0.2194
H -1.5788 -0.3203 -1.9293
H -3.0257 0.1804 0.4768
H -2.8744 -1.1662 -0.6505
H 1.8809 -2.2003 0.7785
H -0.5481 2.8733 0.0689
H 0.2648 -1.9619 0.1040
H 1.5073 -2.8323 -0.7906
H 1.2565 0.9825 0.9016
H -1.4943 1.6750 1.0172
H 0.8727 2.0483 2.1239
*
```

=====

--- x ---
Molecular formula: C4H12N2OS
Method: DFT, ωB97M-V with the def2-TZVPD basis set

Properties
E_HOMO in eV: -8.43
Orbital gap in eV: 8.749

ORCA input file:
```
! RIJCOSX wB97M-V def2-TZVPD def2/J DEFGRID3
* xyz 0 1
C 0.1957 2.3674 -0.2341
C 0.0380 -2.4712 0.2414
C 0.0696 1.0539 -1.1152
C -0.5067 -1.2075 -0.4791
N 2.4557 -0.3549 1.4918
N 0.1844 -0.0501 -0.1110
O 2.9921 0.6108 -0.7728
S 2.3037 -0.5528 -0.1793
H -0.5950 2.3240 0.5009
H 1.2075 2.3611 0.1713
H -0.0315 3.2680 -0.8930
H 0.6887 -2.0777 1.0181
H -0.7076 -3.0779 0.8218
H 0.5852 -3.1156 -0.3672
H -0.9057 0.8911 -1.4803
H 0.7711 1.0442 -1.9271
H -0.5086 -1.2060 -1.5046
H -1.6870 -1.1312 -0.2524
H 2.0364 -1.1410 2.0275
H 1.9697 0.4742 1.7285
*
```

=====

What should be chosen as the least stable of them? Choose w.

=====

--- w ---
Molecular formula: H68O34
Method: DFT, ωB97M-V with the def2-TZVPD basis set

Properties
E_HOMO in eV: -8.95
Orbital gap in eV: 8.433

ORCA input file:
```
! RIJCOSX wB97M-V def2-TZVPD def2/J DEFGRID3
* xyz 0 1
O -0.1082 -4.6205 -2.5322
H -0.1527 -4.7311 -3.4820
H 0.7984 -4.3645 -2.3627
O 2.3785 -3.3458 -2.2676
H 2.9019 -4.0063 -2.7215
H 2.9371 -2.5687 -2.2482
O -0.9995 -4.7016 3.0532
H -1.4844 -3.8811 2.9646
H -0.9075 -5.0240 2.1566
O -1.5242 -1.1504 2.0820
H -2.4046 -1.3240 2.4153
H -1.0096 -0.9406 2.8613
O 0.2571 -1.0722 -2.8252
H -0.2829 -0.9142 -2.0508
H 0.6502 -1.9315 -2.6725
O -2.7946 2.1546 4.4433
H -2.7530 1.8644 5.3546
H -3.2583 1.4515 3.9885
O 2.3332 -5.3980 2.1670
H 1.7017 -5.0667 1.5284
H 2.2890 -6.3499 2.0766
O -2.1005 -0.4679 -5.5058
H -1.3304 -1.0157 -5.3538
H -2.0875 0.1680 -4.7905
O 4.9448 -1.4110 0.7404
H 5.6259 -1.7316 0.1492
H 4.1572 -1.3677 0.1981
O 2.1294 1.1632 -2.2830
H 1.4154 0.6463 -1.9098
H 2.3859 1.7606 -1.5804
O 0.6997 1.9028 -4.7970
H 0.9533 1.5199 -3.9572
H -0.0794 2.4223 -4.5984
O 0.3509 4.7597 2.3359
H -0.4913 5.2042 2.2397
H 0.8198 4.9558 1.5247
O -2.5808 -2.9333 -2.6477
H -1.7984 -3.3858 -2.3325
H -3.0220 -2.6347 -1.8525
O -4.4007 0.6048 -1.1043
H -4.7591 1.4149 -0.7417
H -5.1677 0.1139 -1.3991
O 1.9694 -2.4572 0.2421
H 1.1883 -2.7136 0.7324
H 1.8596 -2.8672 -0.6158
O -3.9450 0.1089 3.1670
H -4.7903 0.0762 3.6150
H -4.1286 0.5552 2.3404
O -0.2073 -0.2680 -0.1966
H -0.6356 -0.7727 0.4949
H 0.3025 0.3941 0.2702
O -3.2198 -1.8272 -0.2948
H -2.4928 -1.6610 0.3052
H -3.5516 -0.9571 -0.5166
O 3.6629 2.1848 -0.2133
H 3.5716 2.7259 0.5710
H 4.2498 2.6832 -0.7819
O 2.2608 0.2301 1.7883
H 3.0170 0.6350 1.3635
H 2.1864 -0.6306 1.3761
O 0.2970 -5.0504 0.2347
H -0.1389 -5.8920 0.3683
H 0.2291 -4.8918 -0.7069
O -2.3055 1.0012 -3.1769
H -1.7979 1.7241 -2.8080
H -2.7003 0.5730 -2.4173
O 2.3656 4.4977 -2.5948
H 2.5163 5.0216 -3.3815
H 2.4862 3.5927 -2.8823
O -3.9649 -3.2862 3.0350
H -4.1626 -3.3839 2.1035
H -4.6169 -2.6626 3.3546
O 2.0188 5.0653 0.0564
H 2.4680 5.8854 -0.1482
H 1.4904 4.8809 -0.7201
O 3.4747 3.8926 2.2171
H 4.0241 4.6746 2.2711
H 2.7351 4.1563 1.6697
O 0.4687 -0.4217 3.7538
H 0.9651 -0.9754 4.3565
H 1.1242 -0.0824 3.1444
O -0.5037 2.7890 -1.3682
H -0.2785 3.6462 -1.7298
H -0.0393 2.7519 -0.5320
O 3.9484 -0.8804 -2.0612
H 4.6424 -0.2244 -2.1268
H 3.1424 -0.3956 -2.2389
O 0.2537 -1.7162 -5.6122
H 0.2908 -1.5396 -4.6722
H -0.0163 -2.6324 -5.6738
O -2.5672 1.6325 0.9762
H -1.6136 1.6945 1.0302
H -2.7374 1.3183 0.0881
O -3.2468 3.9924 2.2375
H -2.9155 3.6033 3.0469
H -2.8326 3.4843 1.5400
O 0.4384 2.1319 1.1937
H 0.2718 2.8997 1.7405
H 0.9836 1.5636 1.7378
O 0.1371 1.8833 5.9036
H -0.1336 1.6415 5.0179
H 0.2700 2.8304 5.8638
*
```

=====

--- x ---
Molecular formula: H68O34
Method: DFT, ωB97M-V with the def2-TZVPD basis set

Properties
E_HOMO in eV: -9.61
Orbital gap in eV: 8.305

ORCA input file:
```
! RIJCOSX wB97M-V def2-TZVPD def2/J DEFGRID3
* xyz 0 1
O -0.1700 -1.9052 2.1808
H -0.3014 -1.0547 2.6000
H -0.9972 -2.3682 2.3129
O 1.9166 2.3744 -4.8689
H 2.5133 2.1531 -5.5838
H 1.4806 1.5492 -4.6561
O -2.9121 -3.4436 -3.6836
H -2.5014 -3.0872 -2.8959
H -3.4520 -2.7272 -4.0179
O -0.4834 -4.9573 0.2192
H 0.4576 -4.8596 0.3649
H -0.8628 -4.9642 1.0979
O -4.0773 -1.1957 -0.7793
H -4.2373 -1.2341 0.1636
H -3.3496 -1.8006 -0.9241
O 4.4613 -0.9792 -2.6116
H 4.4044 -1.6904 -3.2497
H 5.3089 -1.1064 -2.1854
O 2.5050 0.8340 1.3552
H 2.2109 1.6725 0.9993
H 2.2200 0.8479 2.2689
O 2.1833 3.3534 3.9190
H 1.7919 3.8909 3.2304
H 2.0885 3.8767 4.7149
O 1.1455 0.8193 4.0110
H 0.2642 0.6350 4.3360
H 1.2323 1.7701 4.0787
O -1.8898 0.1696 3.9903
H -2.8174 -0.0396 4.1003
H -1.8818 0.9194 3.3953
O 1.3958 3.1291 0.6818
H 1.3046 4.0301 0.9919
H 1.4267 3.2054 -0.2718
O -4.5697 -1.0701 1.9821
H -4.0867 -1.8896 2.0888
H -4.6277 -0.7088 2.8667
O 1.7925 -0.8674 -2.5058
H 1.7505 -1.0932 -1.5765
H 2.7286 -0.8041 -2.6953
O -4.5646 -1.1920 -3.3430
H -5.5070 -1.3600 -3.3358
H -4.3085 -1.2219 -2.4211
O -4.6982 1.6255 -0.0547
H -3.7604 1.7710 0.0698
H -4.7480 0.8843 -0.6584
O 0.8426 2.2153 -2.1351
H 0.1581 2.2182 -2.8042
H 0.5725 1.5348 -1.5185
O -2.9501 -3.1829 2.5816
H -3.1267 -3.3976 3.4975
H -3.2418 -3.9532 2.0939
O -2.0733 2.5976 0.0187
H -1.3298 2.0254 -0.1708
H -1.7499 3.1962 0.6920
O 4.5045 -2.3015 2.2142
H 4.9127 -1.7429 1.5527
H 4.1798 -1.6914 2.8764
O -3.8359 3.8737 -1.5927
H -2.9249 3.5950 -1.6849
H -4.2544 3.1674 -1.1006
O 0.5803 -4.1185 -2.5438
H 0.8672 -4.6733 -1.8185
H 0.9168 -3.2487 -2.3283
O 4.4400 1.7846 4.5422
H 3.6553 2.1128 4.1031
H 4.7790 1.1091 3.9548
O -1.8682 2.7155 -3.5506
H -2.3718 3.3966 -3.9964
H -2.3861 1.9190 -3.6670
O 1.9206 -1.7421 0.0885
H 2.3335 -1.0270 0.5727
H 1.3135 -2.1367 0.7145
O -0.2875 -3.1057 -4.8557
H 0.0076 -3.3761 -3.9862
H -1.2306 -3.2690 -4.8506
O -1.2042 -0.9904 -2.4357
H -0.2792 -0.8462 -2.6354
H -1.6707 -0.6451 -3.1969
O -1.2368 3.8406 2.2613
H -1.6072 4.0167 3.1262
H -0.4808 4.4245 2.2007
O 4.5652 3.8761 2.0180
H 4.8613 4.3507 2.7947
H 3.7613 3.4376 2.2967
O 0.6996 -3.4181 4.5252
H 1.3919 -2.8006 4.7608
H 0.3999 -3.1257 3.6644
O -2.0868 -3.0260 -0.7410
H -1.4648 -2.4375 -1.1689
H -1.5708 -3.8017 -0.5210
O -0.1040 0.5444 0.0273
H 0.8121 0.7352 0.2287
H -0.1487 -0.4112 -0.0047
O 1.2988 -0.9180 -5.2279
H 1.5095 -1.0584 -4.3047
H 0.6108 -1.5560 -5.4168
O 1.3338 5.4185 -2.7474
H 1.3951 4.4674 -2.6592
H 1.8004 5.6148 -3.5598
O 3.3348 -0.8736 4.4566
H 3.3886 -0.8493 5.4120
H 2.5592 -0.3535 4.2466
*
```

=====

What should be chosen as the least stable of them? Choose x.